w | 18
Properties=species:S:1:pos:R:3 method="wB97M-V/def2-TZVPD" smiles=O.O.O.O.O.O homo_energy_ev=-10.37 e_lumo_ev=-0.14
O -2.28283 -1.85156 0.48556
H -1.58683 -1.22356 0.13256
H -1.82183 -2.63956 0.79156
O 0.97417 -1.50856 2.14856
H 0.48517 -0.74456 2.30856
H 1.87417 -1.27256 1.91956
O -1.53783 1.95244 0.23556
H -1.51183 2.06344 -0.67844
H -2.49583 2.08244 0.50756
O 1.39117 1.60144 -0.04444
H 1.76817 1.44944 0.83056
H 0.96817 2.46244 0.07456
O 0.11817 -0.74256 -0.53544
H 0.34817 -1.14556 0.28456
H 0.42617 0.17344 -0.44344
O 1.12917 -0.47456 -2.90944
H 0.84017 0.41144 -3.16044
H 0.91417 -0.59356 -1.94744

---

x | 18
Properties=species:S:1:pos:R:3 method="wB97M-V/def2-TZVPD" smiles=O.O.O.O.O.O homo_energy_ev=-10.69 e_lumo_ev=0.37
O 0.07300 -0.85711 2.82606
H 0.70400 -1.56811 2.97206
H -0.63000 -1.21211 2.92006
O -2.01200 2.65689 0.29506
H -2.82900 2.77589 0.64606
H -2.31200 1.93789 -0.34894
O -0.10700 -0.00611 -0.06394
H -0.34300 0.06889 0.90806
H 0.58200 -0.56311 -0.16494
O 1.84800 1.51589 -1.63694
H 1.24200 1.28489 -0.75294
H 2.57000 2.25689 -1.61694
O -2.40300 -1.47811 -1.44694
H -1.69200 -1.12411 -0.84394
H -2.28000 -1.17011 -2.22294
O 2.17200 -1.51311 -0.50994
H 2.66300 -2.22711 -0.75994
H 2.75400 -0.77811 -0.19894

---

y | 18
Properties=species:S:1:pos:R:3 method="wB97M-V/def2-TZVPD" smiles=O.O.O.O.O.O homo_energy_ev=-11.39 e_lumo_ev=0.23
O -1.44117 0.57113 -0.48021
H -0.91665 -0.17803 -0.13352
H -0.90932 1.38717 -0.38215
O -0.08140 2.30765 1.90250
H -0.16364 1.34705 1.80559
H -0.89660 2.50747 2.44740
O 1.11896 2.32385 -1.38253
H 0.97680 2.45684 -0.40143
H 1.26231 1.37603 -1.45449
O -0.63064 -1.66089 -2.25899
H -0.16932 -1.41809 -3.12199
H -0.90490 -0.77410 -1.97738
O 0.23810 -0.51392 1.98289
H 1.15408 -0.33709 2.12241
H 0.20986 -1.14323 1.27639
O 0.54016 -2.52462 0.25751
H 0.24386 -2.25254 -0.61264
H 0.36952 -3.47469 0.41065

---

z | 18
Properties=species:S:1:pos:R:3 method="wB97M-V/def2-TZVPD" smiles=O.O.O.O.O.O homo_energy_ev=-11.04 e_lumo_ev=0.09
O 17.57000 -9.53100 -15.90600
H 16.95400 -10.12800 -15.50200
H 18.39900 -9.67200 -15.44900
O 14.51700 -7.43300 -19.17300
H 14.06100 -6.90700 -19.82700
H 14.31200 -7.01700 -18.31900
O 17.23300 -6.73200 -15.78300
H 16.71600 -6.30500 -16.46900
H 17.20700 -7.64300 -15.99900
O 12.51800 -9.41100 -19.44900
H 13.20200 -8.75800 -19.38200
H 11.76700 -9.09500 -19.93300
O 14.73400 -11.18900 -15.67500
H 15.54900 -11.47300 -15.23700
H 14.96200 -11.05900 -16.60300
O 15.40900 -9.71800 -18.03300
H 16.26400 -9.86700 -17.68300
H 15.43600 -8.92800 -18.60000

---

y comes first in stability; the runner-up is 46.6 kJ/mol higher.